Entry from the OMol25 dataset: C45H34I3N2O4S3TaTe as an isolated structure (ωB97M-V with the def2-TZVPD basis set).

Properties
Kohn-Sham gap   7.12 eV
Energy above the lowest of the compared OMol25 structures with the same formula, charge and spin   29.19 kcal/mol

```
! RIJCOSX wB97M-V def2-TZVPD def2/J DEFGRID3
* xyz 2 1
H -3.49294 -2.24213 2.38679
N 1.77103 1.15655 -1.65074
C -5.14427 2.32745 1.05002
C 0.15129 2.80049 1.91625
C 1.63287 -3.55603 0.38237
S 3.70155 -0.77833 3.86543
H -0.26756 -2.79057 -2.40579
C -3.89694 2.43815 0.44785
C 2.43675 -1.25660 2.81223
H 1.62137 1.53979 4.67756
C 2.75778 -1.10597 5.24805
H 6.62566 0.57827 -0.95742
H -4.19671 1.00483 4.02797
H -3.74516 -1.04974 -1.73402
H -5.95817 -2.35251 2.50028
I -1.29739 -1.16361 -8.13944
C -4.11447 1.39695 3.02118
C -0.28528 -1.28428 -3.93227
C -5.61806 -1.33962 -0.72579
C -0.40072 -1.56104 -5.28579
I -8.30135 -1.72011 0.59310
H 0.43206 -2.02714 3.03670
S 4.99827 -1.08903 -0.26331
H -2.28562 1.08352 -6.24488
C 2.64855 -2.80727 0.90728
H -1.98141 1.18530 2.97013
H 0.65269 -3.16924 0.12679
C 2.12095 0.67819 -2.85233
C -2.78071 2.00656 1.14309
C 3.21571 -5.20580 0.71855
Ta 0.13268 -0.26653 -0.46915
H 0.45432 0.79639 2.65455
H -3.81081 2.86609 -0.54244
C 0.44013 -2.24525 -3.02435
C 1.96526 -4.94042 0.26075
H 0.05896 -2.45769 -5.68570
C 1.73573 2.49424 -1.49565
H 2.29484 3.52326 -4.65053
S 3.99313 -3.80030 1.29726
H 1.60775 2.85810 -0.48596
C -5.47178 -2.05011 1.58183
H 3.36802 -0.92663 -2.40825
C -2.86522 1.49305 2.42764
O -1.37434 -0.64359 1.00166
Te -0.92137 2.25874 0.19462
H 1.86919 4.44275 -2.35722
H -6.22836 1.71567 2.79489
H 3.17653 -0.95011 6.23567
C 1.02938 4.57128 3.26611
H 2.47380 -1.14322 -3.90977
C -1.71595 0.42196 -5.60384
C 3.78055 -0.51222 0.80733
C 1.33453 -1.65372 3.51001
C 0.35584 4.15977 2.12411
H 3.73127 -6.15830 0.74939
C 2.17701 2.86286 -3.79869
C 1.51215 -1.55250 4.91925
H 0.75910 -1.82239 5.65012
H 1.88416 -2.26567 -1.57501
H 1.19556 5.62718 3.43949
C -6.22779 -1.70548 0.46792
C -2.02019 -1.46374 0.22817
C -3.47738 -1.62630 0.32421
C -5.25265 1.80206 2.33020
C -1.11540 -0.71788 -6.12006
C 0.61056 1.85192 2.81844
C 2.61239 -1.33846 1.30348
I -2.47200 2.44616 -3.53163
N 1.40556 -1.55251 -2.12213
C -1.58341 0.70833 -4.25429
C 5.72415 0.45188 -0.37046
H -6.21665 -1.07578 -1.58853
H -0.01046 4.89193 1.41406
H 1.99597 3.95751 5.08060
H -6.02797 2.66148 0.51883
H 3.29359 1.38735 1.71688
O -0.73002 0.10771 -2.07350
C 1.27425 2.27544 3.96212
C 3.94582 0.82052 1.05706
H 2.58515 1.06063 -4.90302
H 5.38059 2.41061 0.47268
O -1.30539 -1.99172 -0.68350
C 2.31490 1.49501 -3.94757
H 1.29628 -5.69439 -0.13689
C 1.48252 3.63064 4.18412
O 1.40785 -0.74689 0.68160
C 2.39945 -0.78441 -2.88565
C 5.06720 1.37682 0.38364
H 0.97155 -2.97253 -3.63847
C 1.92256 3.37678 -2.53591
C -4.23448 -1.31610 -0.80287
C -4.08995 -1.98962 1.51625
C -0.86842 -0.13670 -3.41377
*
```

Entry from the OMol25 dataset: C25H30F3O7V as an isolated structure (ωB97M-V with the def2-TZVPD basis set).

Properties
Kohn-Sham gap (alpha / beta)   4.55 / 3.91 eV
<S²>   0.991

```
! RIJCOSX wB97M-V def2-TZVPD def2/J DEFGRID3
* xyz -1 2
C 0.94061 2.82881 1.63318
C 1.20847 -1.81650 -0.21345
F 5.52724 1.28731 -0.73750
C 0.18691 4.87462 0.83241
H -0.39695 1.84722 -2.46474
C -2.04826 -1.48397 0.17236
C -0.71227 -3.54368 0.52949
C 1.99963 3.78485 1.76694
C -0.29551 -0.42797 -1.37341
C 0.59996 5.03825 -2.07846
C -2.10675 -2.89961 0.74846
H 2.09001 5.98414 1.30211
H 2.81456 -3.23663 -0.60441
C 2.43218 -2.28814 -1.00513
H -1.63335 -0.81801 0.94199
C -2.63193 -3.00367 2.16453
H 0.95790 1.79713 1.98381
C 4.03143 3.21350 -0.65399
V 1.41071 3.52752 -0.54153
C -3.18124 -3.71272 0.03318
C -0.18976 3.50386 1.06317
O 3.07271 2.36834 -0.49581
O 0.90699 -0.42459 -0.60249
C -0.38727 4.01169 -1.85976
C 1.73049 4.43230 -2.70520
H -3.94406 -5.47713 3.70925
O -4.42457 -3.25791 0.25853
H -1.17449 3.06079 0.92487
H 0.77591 -1.36327 1.87533
H -0.82113 0.51234 -1.16724
H 0.20319 -3.33937 -1.42118
H 0.48320 6.10206 -1.87797
H 2.94245 3.61366 2.28048
H -1.39088 4.14497 -1.46505
C 1.53881 5.04706 1.27077
O 3.89933 4.44174 -0.79722
C 1.46366 3.03294 -2.85806
H -5.57751 -4.98906 0.17592
F 6.19959 3.14957 -1.69984
H -3.04451 -1.11249 -0.10475
H -0.16067 -3.59180 1.47366
H -1.67896 -2.01078 -1.87986
H 1.88892 -2.75222 1.63378
H -0.45320 5.66914 0.45379
H 2.08910 2.31041 -3.37409
C 5.50830 2.63883 -0.65219
H -4.57320 -3.79107 3.67966
O -2.77137 -2.07602 2.93893
O -2.95368 -4.27933 2.45933
C -5.43570 -4.04955 -0.36872
O -2.97193 -4.70189 -0.66115
H 2.45426 -1.08773 1.38001
H -5.16716 -4.28382 -1.40173
H -3.05018 -4.14559 4.54008
F 6.13196 3.00335 0.49920
H 2.19646 -2.43907 -2.06405
C -3.67598 -4.42192 3.68345
C -0.04494 -2.69823 -0.56221
H -6.34150 -3.44798 -0.30917
H 2.60229 4.95586 -3.09267
H -0.90705 -4.55654 0.16976
H -0.01549 -0.47297 -2.44063
C 0.14485 2.77673 -2.35337
H 3.23570 -1.54602 -0.93518
C -1.10030 -1.65102 -1.01865
C 1.59398 -1.76074 1.26243
*
```